[1]
DFT (ωB97M-V/def2-TZVPD) results for an isolated molecule of C4H6O in a non-equilibrium geometry.

Cartesian coordinates (Å):
C (0.5450, -1.2849, 0.0230)
H (0.3127, 1.6889, 0.6602)
C (0.1632, 0.9303, -0.0609)
H (-1.5077, 0.2439, 1.1073)
C (-1.1865, 0.1164, 0.0386)
C (1.2124, -0.1135, -0.0060)
H (-2.1182, 0.3765, -0.5832)
O (-0.8420, -1.1939, -0.1345)
H (2.2554, 0.0695, -0.1073)
H (0.9985, -2.2677, 0.0958)
H (0.1670, 1.4345, -1.0330)

Results
frontier orbital gap	0.350	Ha
energy relative to the best compared isomer or geometry (same formula, charge and spin)	16.6	kcal/mol

***

[2]
DFT (ωB97M-V/def2-TZVPD) results for a cluster of 4 separate species, CH7O5 in total in a non-equilibrium geometry.

Cartesian coordinates (Å):
O (-0.9093, 0.2446, 0.1773)
H (2.1831, -0.9075, -3.5636)
O (-1.5443, 1.4046, 2.4675)
H (-0.1790, -2.2001, 2.2454)
H (-1.5840, 0.5048, 2.8320)
O (-0.9660, -1.7005, 2.0218)
O (2.7546, -0.2183, -3.2664)
H (-1.2112, 1.2912, 1.4916)
H (2.1436, 0.2331, -2.5810)
H (-0.9326, -0.9703, 1.3891)
H (-0.6130, 1.4781, -1.2765)
C (-0.0827, 0.6978, -0.7301)
O (0.9410, 0.1426, -1.2071)

Results
net charge	-1
frontier orbital gap	0.356	Ha
energy relative to the best compared isomer or geometry (same formula, charge and spin)	16.9	kcal/mol

***

[3]
DFT (ωB97M-V/def2-TZVPD) results for a structure of composition C11H28BNO2RbS in a non-equilibrium geometry.

Cartesian coordinates (Å):
C (-3.5957, -1.2550, -1.8934)
H (-1.1797, -3.0188, -1.5094)
H (-4.2660, -1.9398, 0.0763)
H (-3.8998, -2.2168, -2.3065)
H (-1.7761, 2.3128, 1.3894)
H (4.0405, 1.7649, 3.5861)
H (5.9658, 0.9873, 1.5484)
H (-2.8009, 2.8194, 0.1235)
H (4.0599, 2.1980, -1.5289)
H (-2.0387, -2.4302, -0.1494)
B (4.8315, 1.5281, -1.8754)
C (-2.6983, 2.0386, 0.8772)
C (-4.1734, 0.2388, -0.0170)
H (-5.4493, -1.3747, -0.9680)
H (4.9962, 1.6047, -2.9390)
H (-1.0834, -0.4444, 1.4865)
H (-3.5129, 2.1095, 1.5980)
O (-0.5692, 0.8897, -0.9763)
H (-4.8030, 0.3425, 0.8667)
H (3.9657, 0.4696, 4.8588)
H (5.4661, 0.9822, 4.2005)
C (-2.7086, 0.5529, 0.3775)
O (3.0577, 0.1857, 1.7099)
H (-2.5438, -1.3488, 1.6019)
C (-1.3744, -2.1040, -0.9497)
H (5.9120, -0.7967, 0.9103)
H (5.7941, 1.7965, -1.4684)
S (4.1857, -0.3898, 2.5738)
H (-4.4665, 0.8562, -0.8662)
H (-2.0224, -0.0398, -3.6384)
N (-1.8910, 0.4073, -0.8926)
C (-4.4404, -1.1320, -0.6344)
H (4.7296, 0.5143, -1.5203)
C (5.8616, -0.0821, 1.7318)
H (-1.6473, -1.7874, -3.6860)
H (-2.4399, 0.1527, 2.4897)
Rb (2.3273, 0.3000, -0.9508)
C (-2.1652, -0.3279, 1.5508)
C (-2.0790, -0.9534, -1.6585)
H (6.6889, -0.5139, 2.2949)
H (-4.1215, -0.5128, -2.4940)
H (-0.5529, -0.5989, -3.1257)
C (-1.6051, -0.8800, -3.0835)
H (-0.4037, -1.7094, -0.6494)
C (4.4255, 0.8045, 3.9291)

Results
spin multiplicity	2
frontier orbital gap (alpha / beta)	0.288 / 0.253	Ha
<S²>	0.755